No. 1
16
Properties=species:S:1:pos:R:3:forces:R:3:mulliken_charge:R:1 method="wB97M-V/def2-TZVPD" e_above_lowest_kj_mol=320.3 max_force_ev_per_a=1.516 lumo_ha=0.0370 e_homo_ha=-0.3180 multiplicity=1
C 2.4898 -0.0073 0.6349 0.55 0.41 -0.24 -0.147
C -2.1292 1.0297 -0.8459 0.26 -0.04 -0.62 -0.390
H 2.9948 -1.7776 -0.4115 1.50 0.21 0.03 0.255
C 2.8353 -0.7062 -0.4544 -0.88 -0.15 -0.19 -0.667
H 1.4611 1.7740 0.1538 0.28 0.09 0.18 0.253
C -2.2002 -0.8097 0.5546 1.24 0.26 -0.60 -0.863
H -3.1843 0.8703 -1.0898 -0.01 -0.21 0.06 0.282
H -1.5958 1.6978 -1.5184 0.00 0.52 0.41 0.246
N 1.3862 0.8944 0.6518 0.33 0.10 -0.06 -0.523
H -2.9513 -1.1659 -0.1511 -0.29 0.13 0.20 0.355
H -2.5834 -0.7052 1.5635 0.06 0.16 0.09 0.259
H 3.0925 -0.0820 1.5364 -0.68 -0.56 0.47 0.344
N -1.4857 0.3809 0.0210 -1.09 -0.42 -0.13 -0.264
H -1.3763 -1.5235 0.5246 -0.36 -0.50 0.48 0.268
H 0.5995 0.3866 0.2571 -0.07 0.48 -0.02 0.337
H 2.6469 -0.2563 -1.4267 -0.85 -0.47 -0.04 0.255

=====

No. 2
16
Properties=species:S:1:pos:R:3:forces:R:3:mulliken_charge:R:1 method="wB97M-V/def2-TZVPD" e_above_lowest_kj_mol=210.7 max_force_ev_per_a=2.613 lumo_ha=0.0255 e_homo_ha=-0.3322 multiplicity=1
H -1.5415 1.1931 -0.9193 -0.04 0.02 -0.47 0.257
C -3.0081 -0.0205 -1.6846 -1.04 -1.71 -1.68 0.124
H -2.0446 -0.0089 0.0842 -0.60 0.03 0.21 0.255
H 2.7794 1.1416 2.5977 -0.06 -0.27 0.14 0.250
H 1.8799 -1.5694 0.0308 0.19 -0.10 0.42 0.288
N -4.0888 -0.7159 -1.5669 1.51 -0.07 1.74 -0.624
C 2.0063 1.2361 1.8424 -0.29 -0.82 0.82 -0.684
H 3.3985 -0.8026 0.0339 0.23 0.02 0.28 0.262
H -2.6249 -0.0102 -2.7073 0.83 0.61 0.05 0.260
H 1.1868 0.6323 0.0873 -0.62 -0.47 0.12 0.231
H 1.2720 2.0080 2.0686 0.38 0.26 -0.73 0.249
C 1.8135 0.2997 0.9101 0.16 1.90 0.14 0.072
H 2.8039 -1.5846 1.5373 0.02 0.44 0.14 0.319
C 2.5324 -0.9633 0.6838 -0.03 -0.97 -1.35 -0.991
N -2.3024 0.5785 -0.6938 0.15 0.51 0.80 -0.522
H -4.0624 -1.4140 -2.3040 -0.79 0.60 -0.63 0.254

=====

No. 3
16
Properties=species:S:1:pos:R:3:forces:R:3:mulliken_charge:R:1 method="wB97M-V/def2-TZVPD" e_above_lowest_kj_mol=196.2 max_force_ev_per_a=1.271 lumo_ha=0.0411 e_homo_ha=-0.3061 multiplicity=1
C 1.9963 0.6374 0.3125 0.06 0.10 0.17 -0.299
H -2.3473 -0.4685 -0.1361 -0.35 0.71 -0.03 0.286
H -0.2486 -0.7608 -2.3002 0.04 -0.13 0.11 0.255
C -1.7663 -0.1082 -0.9798 0.50 -1.02 -0.57 0.236
C 0.9963 -0.4636 2.0765 -0.21 0.31 0.25 -0.803
H 1.8312 -0.6014 2.7586 0.18 0.02 0.08 0.357
H 0.8749 -1.3663 1.4866 0.06 -0.14 -0.27 0.287
H -0.7323 -1.8953 -0.8846 0.21 -0.27 -0.06 0.271
H 0.1069 -0.3386 2.6863 -0.11 -0.01 0.05 0.270
H 2.1683 1.5025 -0.3152 0.09 0.10 -0.14 0.290
C -0.8517 -0.9743 -1.4229 -0.19 0.41 0.11 -0.962
N -2.0342 1.0965 -1.6329 -0.15 0.08 0.63 -0.577
H -1.1702 1.5227 -1.9336 -0.12 0.16 -0.18 0.232
H 2.5703 -0.2707 0.1074 -0.06 -0.09 -0.15 0.273
H -2.5799 1.7497 -1.0910 0.06 0.01 0.00 0.255
N 1.1862 0.7387 1.2684 -0.02 -0.25 0.01 -0.372

=====

No. 4
16
Properties=species:S:1:pos:R:3:forces:R:3:mulliken_charge:R:1 method="wB97M-V/def2-TZVPD" e_above_lowest_kj_mol=161.4 max_force_ev_per_a=2.537 lumo_ha=0.0404 e_homo_ha=-0.3336 multiplicity=1
H -1.5632 -1.7310 -0.1670 0.10 1.25 -0.30 0.267
N -2.4970 0.1601 0.0741 0.02 1.46 0.72 -0.638
H 1.2999 -1.8441 0.4793 0.16 -0.29 0.13 0.234
C 0.7212 0.9767 -0.1767 0.06 1.54 -2.01 -0.757
H -1.2938 -0.5208 -1.4822 0.24 -0.11 0.67 0.365
C -1.3833 -0.6252 -0.3808 0.86 -1.53 0.52 -0.688
C 2.0034 0.0923 -0.0445 -0.15 -0.01 -0.93 -0.376
N 1.0806 -1.0724 -0.1283 0.25 0.08 0.16 -0.547
H -2.3186 1.1140 -0.2852 -0.46 -0.54 0.20 0.287
H 2.8625 0.1214 -0.7791 -1.22 0.03 0.44 0.268
H 2.4554 0.2110 0.9358 -0.02 0.08 0.39 0.255
C -0.0632 -0.2435 0.3235 0.67 0.03 -0.86 0.304
H -2.3507 0.2806 1.0903 -0.53 -0.13 -0.54 0.292
H 0.6976 1.9286 0.3752 -0.03 -0.48 0.10 0.302
H -0.0685 -0.1168 1.4314 -0.72 -0.58 -0.39 0.225
H 0.4178 1.2691 -1.2656 0.77 -0.80 1.70 0.208

=====

No. 5
16
Properties=species:S:1:pos:R:3:forces:R:3:mulliken_charge:R:1 method="wB97M-V/def2-TZVPD" e_above_lowest_kj_mol=143.2 max_force_ev_per_a=1.584 lumo_ha=0.0419 e_homo_ha=-0.3416 multiplicity=1
H -1.7209 -0.3563 0.5398 -0.12 0.18 0.04 0.365
H -1.8737 2.0620 0.3633 0.10 0.20 -0.30 0.334
C 0.3196 -0.5768 0.0868 0.04 -0.07 0.75 -0.325
C -0.9702 0.1883 -0.0407 0.22 -0.13 0.54 -0.552
H 2.0151 -2.3962 -0.8515 -0.37 0.24 -0.09 0.251
N 1.5083 -2.7076 -0.0321 0.70 -0.11 0.82 -0.610
H 1.2575 -0.0335 0.1979 0.02 0.09 -0.69 0.323
H -0.5815 -2.4273 0.3341 0.13 -0.18 0.16 0.317
H 2.2100 -2.6728 0.7017 -0.21 -0.30 0.21 0.265
N 0.0973 2.4520 -0.3905 -0.80 -0.67 0.24 -0.569
C -0.8657 1.6373 0.4017 -0.30 0.68 0.38 -0.635
C 0.3664 -1.8937 0.2683 -0.30 0.21 -1.54 -0.185
H -0.6053 1.7660 1.4524 0.22 -0.52 0.15 0.282
H -0.4525 3.0060 -1.0349 0.30 0.01 -0.25 0.258
H -1.3362 0.1757 -1.0705 0.17 -0.02 -0.13 0.240
H 0.6317 1.7769 -0.9258 0.20 0.39 -0.28 0.242

=====

No. 6
16
Properties=species:S:1:pos:R:3:forces:R:3:mulliken_charge:R:1 method="wB97M-V/def2-TZVPD" e_above_lowest_kj_mol=434.9 max_force_ev_per_a=4.409 lumo_ha=0.0163 e_homo_ha=-0.2576 multiplicity=1
H 0.8757 0.8490 -2.3492 0.03 0.01 -0.08 0.284
H 0.8214 1.9365 0.4862 -0.14 0.00 0.20 0.318
H -1.5373 -0.4317 1.9548 -0.22 -0.21 0.02 0.350
N -0.1698 -0.9027 -0.6568 0.57 -0.25 -1.51 -0.821
H -0.4523 -2.6106 0.5220 -0.07 -0.10 0.03 0.295
C -0.9710 -1.9938 -0.2229 -0.07 0.12 0.43 -0.744
C 1.4837 1.2689 -1.5476 -0.21 -0.20 0.16 -0.955
H 0.0749 0.1929 2.5087 0.20 -0.05 0.12 0.288
N 0.0458 0.1159 0.0302 -1.97 0.14 3.94 0.426
H -1.1564 1.3393 1.8171 -0.10 0.25 -0.05 0.308
H 1.7101 2.3088 -1.7673 0.03 0.06 0.00 0.314
H 2.4201 0.7071 -1.5184 0.06 -0.06 -0.08 0.235
H -1.9262 -1.6619 0.2020 -0.11 -0.08 -0.02 0.252
C -0.7910 0.3333 1.8890 1.42 -0.31 -2.91 -0.752
C 0.7484 1.1581 -0.2494 0.61 0.70 -0.40 -0.086
H -1.1761 -2.6090 -1.0985 -0.04 -0.02 0.13 0.288

=====

No. 7
16
Properties=species:S:1:pos:R:3:forces:R:3:mulliken_charge:R:1 method="wB97M-V/def2-TZVPD" e_above_lowest_kj_mol=312.3 max_force_ev_per_a=2.419 lumo_ha=0.0343 e_homo_ha=-0.3099 multiplicity=1
H 1.2173 -0.0826 -1.7143 -0.16 0.08 0.13 0.325
H 0.8225 1.7372 -0.0697 0.01 0.05 0.06 0.331
C 0.4699 -0.3113 0.3066 -1.49 -0.25 1.01 0.622
H 1.7498 -1.5601 -0.9026 -0.14 0.13 0.09 0.429
H -1.5416 2.4460 -0.3493 0.01 -0.07 -0.03 0.334
C 0.0203 1.1238 0.3604 0.20 0.07 0.00 -0.569
H -0.8212 -1.9155 0.8780 0.28 -0.31 0.11 0.235
C -1.2797 1.3876 -0.4015 0.14 -0.11 0.05 -1.155
H 1.4613 -1.7463 1.3946 -0.29 0.06 -0.27 0.295
N -0.5697 -1.1705 1.5376 0.20 0.84 -2.26 -0.565
H -1.1956 1.1105 -1.4554 -0.01 0.03 0.02 0.311
N 0.8532 -0.9322 1.4603 1.52 0.11 1.47 -0.289
H 0.0905 -1.4260 -1.4772 0.14 0.07 -0.18 0.281
H -0.1005 1.3983 1.4070 0.07 -0.01 -0.01 0.315
H -2.0869 0.8052 0.0436 0.00 0.01 -0.02 0.337
C 0.9103 -0.8643 -1.0181 -0.46 -0.71 -0.19 -1.237

=====

No. 8
16
Properties=species:S:1:pos:R:3:forces:R:3:mulliken_charge:R:1 method="wB97M-V/def2-TZVPD" e_above_lowest_kj_mol=520.7 max_force_ev_per_a=3.372 lumo_ha=0.0315 e_homo_ha=-0.2773 multiplicity=1
C 1.1148 -0.0358 0.3310 -1.28 0.51 -1.58 0.668
H 2.7981 0.8904 1.0834 0.71 0.66 0.59 0.292
H 1.6261 -1.1382 -1.5332 1.72 0.23 -0.75 0.213
C 2.3173 0.8783 0.1329 -0.25 -2.45 0.09 -1.141
H 2.0290 1.8119 -0.2621 -0.07 1.24 -0.30 0.330
H -3.0563 1.4639 0.0506 -0.22 -0.50 -0.90 0.241
N 0.9961 -0.9373 -0.8076 0.12 -0.44 0.16 -0.174
H -1.8719 -1.2749 0.7506 -1.19 0.75 -0.51 0.198
H 2.9426 0.2951 -0.5799 0.03 0.80 0.57 0.305
N 1.2362 -1.4297 0.5084 0.25 0.13 1.43 -0.772
H -1.7487 0.4317 -0.8999 -0.76 0.53 -0.14 0.213
C -2.5874 0.5004 -0.1923 1.34 1.81 -0.65 -0.468
H 0.0462 0.4364 0.3657 1.83 -0.18 0.81 0.047
C -2.6441 -0.4480 0.6826 1.50 -2.66 1.43 -0.409
H -3.3009 -0.4180 1.5105 -0.73 0.06 0.74 0.250
H 0.1028 -1.0261 -1.1407 -3.00 -0.49 -0.99 0.208

=====

No. 9
16
Properties=species:S:1:pos:R:3:forces:R:3:mulliken_charge:R:1 method="wB97M-V/def2-TZVPD" e_above_lowest_kj_mol=391.3 max_force_ev_per_a=7.733 lumo_ha=0.0423 e_homo_ha=-0.3047 multiplicity=1
C -1.5505 -0.2351 -0.1744 -0.32 4.63 -2.86 -0.330
C 1.4752 0.0639 0.1963 -1.56 5.12 3.77 -0.536
H 1.2138 -1.9989 0.2165 -0.38 1.21 -0.93 0.317
H 0.7860 1.6339 -1.1701 0.17 -0.01 -1.27 0.236
H -2.5059 -0.2998 0.3960 0.66 -0.08 -0.73 0.341
H -1.3756 1.9617 -0.0633 -0.99 1.57 -0.71 0.491
N 0.6254 1.2866 -0.2607 -0.07 -1.11 0.86 -0.324
H 1.0820 0.2328 1.4008 1.95 -0.98 -2.60 0.230
H 2.6453 0.0380 0.1062 -2.53 0.52 -0.09 0.299
H -1.6729 0.0820 -1.3116 -0.66 -2.02 1.58 0.226
C -0.8356 1.0950 0.1192 3.74 -0.92 5.23 -0.793
H 1.0105 -1.2532 -1.4385 -0.69 0.67 2.13 0.274
N -0.6908 -1.2908 0.0179 2.71 -1.50 -1.65 -0.384
H -0.3771 -1.3741 0.9275 -1.47 -0.55 3.44 0.310
H -0.5974 1.1085 1.3244 -1.25 0.07 -2.22 0.248
C 0.7675 -1.0504 -0.2862 0.70 -6.61 -3.96 -0.604

=====

No. 10
16
Properties=species:S:1:pos:R:3:forces:R:3:mulliken_charge:R:1 method="wB97M-V/def2-TZVPD" e_above_lowest_kj_mol=292.5 max_force_ev_per_a=5.974 lumo_ha=0.0418 e_homo_ha=-0.3012 multiplicity=1
H -3.0898 -0.7294 1.7711 -1.39 -0.23 1.23 0.249
C -3.7996 -0.8639 2.6813 1.63 -0.57 -0.57 -0.640
H 4.1774 0.6756 -2.2764 -0.37 0.99 -0.43 0.209
C 2.8327 2.0166 -3.1712 0.08 -5.95 0.48 0.198
H 1.1687 0.9457 -3.9581 -3.40 0.97 -2.26 0.302
N 3.9706 1.6742 -2.4159 2.24 2.45 -0.40 -0.514
H 2.7238 2.9076 -3.6628 -0.02 2.42 -0.51 0.355
H -3.6261 0.0190 3.3209 -0.70 -0.20 -0.38 0.280
H -4.8383 -1.0546 2.3927 0.32 0.59 -0.06 0.245
H -1.8072 -3.0021 4.3130 0.12 1.14 -1.08 0.239
H -1.2556 -1.5520 3.1451 -1.18 -0.37 0.27 0.240
H 2.1587 -0.0617 -3.0893 0.73 0.63 0.30 0.157
C 2.0223 0.9698 -3.4492 2.40 -0.04 1.98 -0.936
C -2.0953 -2.1543 3.6067 -0.72 -1.57 1.28 -0.219
N -3.3690 -2.0386 3.4983 1.93 1.21 -0.70 -0.395
H 4.8266 2.2480 -2.7060 -1.65 -1.46 0.84 0.229

=====

No. 11
17
Properties=species:S:1:pos:R:3:forces:R:3:mulliken_charge:R:1 method="wB97M-V/def2-TZVPD" e_above_lowest_kj_mol=307.5 max_force_ev_per_a=4.067 lumo_ha=0.0319 e_homo_ha=-0.3213 multiplicity=1
H 3.1779 0.2860 -0.6530 0.84 -0.54 0.20 0.160
H -1.4001 -1.3832 -0.1378 0.03 -0.64 0.37 0.348
H 3.8780 -0.9610 0.2979 -0.35 0.65 0.99 0.144
H -0.6713 1.3001 -1.3382 -0.56 -1.30 -0.21 0.293
H -0.7078 -0.3690 -2.1296 0.47 0.19 -0.07 0.351
H -1.4899 -0.3013 2.0942 -0.12 0.68 -0.84 0.319
N 0.4953 -0.6900 0.3224 1.46 0.53 0.11 -0.255
H 1.1038 -1.4566 0.0317 -0.92 -0.21 -0.18 0.351
H -1.2885 1.3195 1.2964 0.59 -0.13 0.03 0.340
H -2.1663 0.2950 -1.5882 -0.49 0.33 0.20 0.411
C 1.3206 0.3625 0.4819 0.54 -1.46 -0.51 0.470
O 1.0385 1.5098 0.5573 1.60 -0.39 0.21 -0.388
N 3.0373 -0.4653 0.0209 -3.44 1.92 -1.02 -0.672
C -0.9266 -0.4247 -0.0020 0.14 -0.16 0.00 0.412
C -1.1179 0.2550 -1.3379 0.87 1.21 -0.28 -1.331
C -1.6034 0.2899 1.1448 -0.96 -0.14 0.98 -1.343
H -2.6797 0.4333 0.9391 0.31 -0.54 0.00 0.391

=====

No. 12
17
Properties=species:S:1:pos:R:3:forces:R:3:mulliken_charge:R:1 method="wB97M-V/def2-TZVPD" e_above_lowest_kj_mol=654.7 max_force_ev_per_a=6.204 lumo_ha=0.0335 e_homo_ha=-0.3243 multiplicity=1
H 1.0203 -1.8761 0.7950 -0.74 -2.28 1.25 0.360
C -1.3093 0.5978 0.5099 0.31 -2.91 -0.29 -0.241
H 0.8601 2.6503 -1.7705 0.74 -1.79 2.26 0.233
H -1.1631 1.0857 -0.4590 -0.35 0.51 0.79 0.248
H -3.1314 -0.4117 -0.5974 2.95 -1.07 2.02 0.248
H 2.0389 0.3016 -1.7179 -1.50 1.81 1.84 0.151
C -2.2088 -0.7394 0.2080 0.52 0.69 -1.12 -0.725
N 0.9283 -0.1331 0.0717 -2.81 5.26 -0.36 0.134
H -1.2886 -1.4411 -0.3186 -3.32 1.35 1.48 0.170
C 1.3635 0.9062 -0.8816 0.76 -4.28 -0.51 0.094
H -1.6236 1.0845 1.3800 -1.75 1.66 0.45 0.339
H 2.1777 -1.3489 -0.5345 -0.11 -0.70 2.85 0.217
N 0.8543 2.0360 -0.8638 -0.66 2.48 -2.13 -0.575
C 1.6969 -1.1403 0.5617 5.65 1.00 -2.37 -0.773
H 2.5760 -0.8026 1.3420 -2.26 -1.18 -1.56 0.201
H -2.8028 -1.1402 1.1540 1.83 0.46 -2.00 0.229
O 0.0117 0.3713 1.1210 0.75 -1.00 -2.59 -0.311

=====

No. 13
17
Properties=species:S:1:pos:R:3:forces:R:3:mulliken_charge:R:1 method="wB97M-V/def2-TZVPD" e_above_lowest_kj_mol=368.8 max_force_ev_per_a=2.086 lumo_ha=0.0340 e_homo_ha=-0.2791 multiplicity=1
C -1.3956 0.2594 0.9784 1.02 0.02 1.82 -1.415
N 0.9671 -0.3491 0.3623 -0.65 1.23 0.15 0.584
C 2.0362 -0.2805 -0.3724 -0.19 -0.15 -0.59 -0.404
H 0.0010 2.2139 0.3292 -0.01 -0.08 0.01 0.362
H -1.8191 -0.7381 1.0382 -0.26 0.03 -0.24 0.350
H -2.1553 1.0375 0.9552 -0.01 -0.05 -0.08 0.386
N 0.8295 -0.7915 1.5644 -0.13 -1.23 0.46 -0.961
H 1.6165 -1.3762 1.8477 0.30 0.36 -0.32 0.164
H -0.1173 -0.1796 -2.2040 0.01 -0.03 -0.07 0.381
C -0.4421 0.3965 -0.1591 1.31 -0.83 -0.21 0.845
O -0.1084 1.7001 -0.4808 -0.01 0.05 -0.05 -0.522
H -1.8117 0.0724 -1.7650 -0.01 0.01 0.05 0.373
H 2.0061 0.2680 -1.2959 -0.16 -0.04 -0.15 0.228
H 2.9422 -0.7773 -0.0618 -0.02 0.06 0.20 0.268
C -0.8584 -0.3303 -1.4231 0.21 0.24 0.09 -1.377
H -0.7209 0.2675 1.9121 -1.42 0.47 -1.10 0.391
H -0.9697 -1.3927 -1.2254 0.01 -0.05 0.03 0.346

=====

No. 14
17
Properties=species:S:1:pos:R:3:forces:R:3:mulliken_charge:R:1 method="wB97M-V/def2-TZVPD" e_above_lowest_kj_mol=185.3 max_force_ev_per_a=6.569 lumo_ha=0.0311 e_homo_ha=-0.3487 multiplicity=1
H -1.4030 -2.6871 0.7942 0.11 1.74 0.13 0.281
H 0.9681 2.7882 -0.0942 0.06 -0.74 1.01 0.265
H 2.1046 2.4159 -0.9526 0.77 -0.73 -0.44 0.330
N 0.4430 0.0707 0.4964 2.27 4.53 -4.18 -0.175
N 1.6471 2.0006 -0.1517 -0.96 2.67 0.24 -0.669
O 0.9807 0.5706 -1.7949 -0.49 -0.16 2.02 -0.618
H -0.2314 -1.1609 -1.0853 0.42 -0.19 2.23 0.325
C -0.0002 -1.2275 0.0563 0.51 -1.02 1.06 -0.450
H -3.1609 -0.8311 1.6230 0.53 -0.10 0.51 0.335
H -2.1842 0.2989 0.7090 -0.17 0.19 -0.12 0.271
C 0.9550 0.8701 -0.5929 0.16 -2.25 -0.66 0.464
H 0.8985 -1.9822 0.2809 -2.04 1.26 -0.83 0.197
H 0.5115 0.7293 1.2965 -0.58 -2.17 0.08 0.300
C -2.4353 -0.7544 0.8114 -2.20 0.20 -1.62 -1.016
H -3.1690 -1.0419 -0.0612 1.96 0.43 1.05 0.247
C -1.1776 -1.5543 0.9662 -0.77 -4.16 -1.14 -0.431
H -0.8619 -1.5965 1.9896 0.42 0.48 0.66 0.344